Arrangement P

This record from the OMol25 dataset describes a cluster of 3 separate species, C2H12N2O2 in total. The level of theory is the ωB97M-V functional and the def2-TZVPD basis.

XYZ file:
```
18
C2H12N2O2 the ωB97M-V functional and the def2-TZVPD basis
C -1.01134 0.69673 -2.42561
N -0.76180 0.70882 -1.01061
C 0.35690 -0.05196 -0.57336
N 0.24639 -0.39902 0.84914
H -1.93411 1.21460 -2.65997
H -0.16245 1.09334 -2.96629
H -1.14016 -0.36484 -2.69918
H -1.50162 0.79188 -0.34235
H 1.29564 0.48715 -0.70937
H 0.43271 -1.00114 -1.13448
H -0.51863 -1.06430 0.90623
H 1.04131 -0.98095 1.10745
O 3.30357 -1.77164 -2.54810
H 3.46172 -2.14627 -1.67151
H 2.36838 -1.92003 -2.72383
O -1.81154 1.73308 6.57107
H -2.53465 1.73218 5.93312
H -1.13031 1.24238 6.09763
```

Computed properties:
Structure (SMILES)   CNCN.O.O
Highest occupied orbital energy   -0.3114 Eh
Spin multiplicity   1
Lowest unoccupied orbital energy   0.6 eV



Arrangement Q

This record from the OMol25 dataset describes a cluster of 3 separate species, C2H12N2O2 in total. The level of theory is the ωB97M-V functional and the def2-TZVPD basis.

XYZ file:
```
18
C2H12N2O2 the ωB97M-V functional and the def2-TZVPD basis
C 1.56742 0.30305 1.11541
N 0.24052 0.29253 0.57389
C -0.33231 1.60405 0.46594
N -0.79838 1.68315 -0.99955
H 2.34741 0.78546 0.45444
H 1.61382 0.82690 1.96853
H 2.01097 -0.71298 1.22940
H -0.42848 -0.44557 0.99938
H 0.52754 2.40018 0.41875
H -0.94273 2.03819 1.14755
H -0.15264 1.35641 -1.60013
H -1.58340 1.13366 -1.17552
O -2.71743 -1.87832 -0.41409
H -2.28393 -2.71218 -0.72934
H -2.26114 -1.07287 -0.73898
O 1.02364 -2.22754 -0.89718
H 0.36666 -1.61913 -0.96733
H 1.80247 -1.75499 -0.85116
```

Computed properties:
Structure (SMILES)   CNCN.O.O
Highest occupied orbital energy   -0.3229 Eh
Spin multiplicity   1
Lowest unoccupied orbital energy   0.7 eV



arrangement P comes first in stability; the runner-up is 1.155 eV higher.